C2H4N2O2 | the ωB97M-V functional and the def2-TZVPD basis

The geometry in XYZ format:
```
10
Properties=species:S:1:pos:R:3:forces:R:3:mulliken_charge:R:1
H 0.981650 -0.204279 -1.213471 1.60 2.75 -1.62 0.309
O -3.346077 0.127046 1.053930 -0.03 0.48 -0.58 -0.428
N -0.459250 0.507039 0.770300 -0.47 0.14 -0.20 -0.405
C 0.572064 -0.966586 -0.692811 -1.51 0.79 2.22 -0.359
N -0.197956 -0.755627 0.291639 -0.25 -1.18 0.63 -0.308
H 0.821828 -1.910095 -1.023464 -0.07 -2.20 -0.33 0.284
O -2.807190 0.688837 -1.138618 -0.37 0.16 0.44 -0.377
C -3.077464 0.445891 -0.036467 0.15 -0.64 -0.05 0.797
H 0.316015 1.101620 0.996366 0.63 0.08 -0.37 0.249
H -1.077954 0.467182 1.573104 0.32 -0.37 -0.14 0.238
```
Forces are in eV/Å.

Calculated values
Relative energy (zero: lowest compared OMol25 entry of this formula, charge and spin), eV: 2.180
2S+1: 1
Energy, eV: -9213.0433